No. 1
{"formula": "C30H31IrN3O3P", "method": "ωB97M-V with the def2-TZVPD basis set", "e_lumo_ha": [0.0168, -0.0352], "de_lowest_ev": 0.0000, "multiplicity": 5, "max_force_ev_per_a": 0.2, "orbital_gap_ev": [7.04, 7.88], "homo_energy_ev": [-6.58, -8.83], "elements": ["Ir", "O", "C", "N", "C", "C", "C", "C", "C", "C", "N", "C", "C", "C", "C", "C", "N", "H", "H", "H", "H", "H", "H", "H", "H", "H", "H", "O", "C", "O", "C", "P", "C", "C", "C", "C", "C", "C", "C", "C", "C", "C", "C", "C", "H", "H", "H", "H", "H", "H", "H", "H", "H", "H", "H", "H", "C", "C", "C", "C", "H", "H", "H", "H", "H", "H", "H", "H", "H"], "positions_angstrom": [[-0.702, 0.852, 0.292], [-0.451, 4.598, -1.673], [-0.803, 3.591, -1.070], [-0.007, 2.539, -0.773], [1.362, 2.717, -1.204], [2.314, 1.830, -0.453], [3.688, 1.880, -0.683], [4.526, 1.102, 0.093], [3.982, 0.294, 1.082], [2.612, 0.283, 1.229], [1.800, 1.024, 0.473], [-2.228, 3.462, -0.604], [-3.146, 4.464, -0.869], [-4.457, 4.274, -0.463], [-4.803, 3.090, 0.175], [-3.820, 2.142, 0.398], [-2.559, 2.340, 0.029], [1.667, 3.757, -1.054], [1.468, 2.541, -2.282], [4.080, 2.538, -1.448], [5.597, 1.129, -0.064], [4.604, -0.326, 1.713], [2.125, -0.340, 1.971], [-2.812, 5.350, -1.388], [-5.206, 5.033, -0.652], [-5.819, 2.892, 0.487], [-4.038, 1.189, 0.861], [-3.789, -2.013, -0.512], [-2.678, -1.531, -0.461], [-2.396, -0.272, -0.620], [-1.459, -2.427, -0.171], [0.009, -1.434, -0.556], [0.120, -1.481, -2.370], [0.078, -0.291, -3.087], [0.151, -0.304, -4.474], [0.262, -1.509, -5.149], [0.294, -2.705, -4.439], [0.224, -2.691, -3.057], [1.442, -2.403, -0.005], [2.619, -2.416, -0.751], [3.751, -3.055, -0.271], [3.728, -3.681, 0.967], [2.562, -3.670, 1.721], [1.427, -3.036, 1.239], [-1.523, -3.352, -0.741], [-1.474, -2.681, 0.891], [-0.041, 0.647, -2.557], [0.110, 0.628, -5.023], [0.314, -1.521, -6.230], [0.370, -3.648, -4.966], [0.255, -3.626, -2.508], [2.654, -1.922, -1.716], [4.656, -3.058, -0.866], [4.613, -4.179, 1.343], [2.532, -4.160, 2.686], [0.530, -3.034, 1.844], [-2.680, -0.373, 2.979], [-1.178, -0.231, 3.203], [-0.882, -0.123, 4.703], [-0.593, 0.962, 2.453], [-2.930, -0.542, 1.929], [-3.191, 0.541, 3.298], [-3.092, -1.203, 3.559], [-0.684, -1.141, 2.840], [-1.262, -0.991, 5.250], [-1.361, 0.770, 5.116], [0.190, -0.043, 4.891], [0.461, 1.077, 2.725], [-1.110, 1.878, 2.768]], "nbo_charge": [1.3303, -0.6409, 0.6183, -0.6946, -0.2794, 0.2417, -0.2463, -0.1701, -0.2084, 0.0369, -0.4631, 0.1137, -0.2089, -0.1739, -0.1978, 0.0537, -0.4508, 0.2381, 0.2103, 0.2246, 0.2202, 0.2187, 0.2095, 0.2493, 0.2198, 0.2183, 0.2225, -0.6258, 0.7910, -0.7781, -0.8548, 0.9933, -0.3881, -0.1811, -0.1993, -0.1924, -0.2307, -0.1292, -0.3863, -0.1951, -0.2059, -0.2057, -0.2263, -0.1458, 0.2548, 0.2557, 0.2261, 0.2189, 0.2170, 0.2175, 0.2072, 0.2277, 0.2183, 0.2181, 0.2192, 0.2077, -0.6108, -0.2379, -0.5997, -0.7568, 0.2115, 0.2007, 0.2081, 0.1749, 0.2028, 0.2026, 0.2019, 0.1884, 0.1947]}

***

No. 2
{"formula": "C30H32Br2N2O2Zn", "method": "ωB97M-V with the def2-TZVPD basis set", "e_lumo_ha": 0.1515, "total_charge": -2, "multiplicity": 1, "max_force_ev_per_a": 1.7, "orbital_gap_ev": 4.33, "homo_energy_ev": -0.21, "elements": ["C", "C", "N", "C", "C", "C", "C", "C", "C", "C", "C", "C", "N", "C", "C", "O", "C", "C", "C", "C", "C", "C", "C", "C", "O", "H", "H", "H", "H", "H", "H", "H", "H", "H", "H", "H", "H", "H", "H", "H", "H", "H", "H", "H", "H", "H", "H", "H", "H", "H", "Br", "Zn", "Br", "C", "C", "C", "C", "C", "C", "C", "C", "C", "H", "H", "H", "H", "H", "H", "H"], "positions_angstrom": [[7.186, 1.428, 1.994], [6.197, 0.263, 2.056], [5.455, 0.210, 0.801], [4.171, -0.371, 0.813], [3.950, -1.767, 0.784], [2.670, -2.275, 0.873], [1.524, -1.426, 0.995], [0.261, -2.061, 1.190], [-1.048, -1.519, 1.074], [-1.349, -0.124, 1.046], [-2.649, 0.336, 0.970], [-3.724, -0.560, 0.934], [-5.064, -0.059, 0.905], [-5.370, 0.722, 2.116], [-6.788, 1.259, 2.036], [-6.974, 2.029, 0.844], [-6.757, 1.235, -0.327], [-5.351, 0.653, -0.356], [-3.464, -1.951, 0.930], [-2.164, -2.410, 0.987], [1.773, -0.019, 0.913], [3.055, 0.483, 0.877], [6.262, 0.165, -0.415], [7.232, 1.347, -0.385], [8.006, 1.369, 0.820], [6.618, 2.380, 2.040], [7.896, 1.375, 2.831], [6.749, -0.684, 2.223], [5.483, 0.408, 2.876], [4.809, -2.431, 0.686], [2.503, -3.354, 0.857], [0.298, -3.144, 1.320], [-0.561, 0.616, 1.099], [-2.859, 1.410, 0.925], [-5.238, 0.064, 2.988], [-4.664, 1.569, 2.220], [-7.500, 0.417, 2.096], [-6.962, 1.966, 2.859], [-7.491, 0.411, -0.398], [-6.887, 1.935, -1.164], [-4.626, 1.476, -0.509], [-5.237, -0.063, -1.182], [-4.308, -2.638, 0.871], [-1.953, -3.483, 0.968], [0.948, 0.677, 0.888], [3.236, 1.559, 0.858], [6.827, -0.785, -0.475], [5.591, 0.239, -1.280], [7.975, 1.257, -1.190], [6.654, 2.286, -0.508], [-2.613, 0.197, 8.657], [-2.972, -1.005, 6.771], [-3.940, -1.423, 4.755], [-2.170, -3.301, 7.750], [-1.052, -2.957, 6.924], [-1.128, -3.720, 5.729], [-2.278, -4.587, 5.804], [-2.974, -4.259, 7.045], [-4.114, -4.964, 7.422], [-4.582, -5.991, 6.594], [-3.891, -6.344, 5.424], [-2.735, -5.663, 5.030], [-2.342, -3.036, 8.791], [-0.240, -2.296, 7.233], [-0.399, -3.736, 4.914], [-4.586, -4.725, 8.379], [-5.492, -6.536, 6.864], [-4.240, -7.172, 4.816], [-2.185, -5.919, 4.125]], "nbo_charge": [-0.0722, -0.2312, -0.4838, -0.0142, -0.2377, -0.2441, 0.0000, -0.4281, -0.0186, -0.2164, -0.2465, 0.0167, -0.4684, -0.2538, -0.0759, -0.5466, -0.0750, -0.2358, -0.1595, -0.2506, -0.3161, -0.1394, -0.2305, -0.0708, -0.5472, 0.1601, 0.1764, 0.1535, 0.2203, 0.1859, 0.1908, 0.1737, 0.1771, 0.1865, 0.2444, 0.1633, 0.1606, 0.1831, 0.1562, 0.1758, 0.1628, 0.2030, 0.1957, 0.1921, 0.1895, 0.1834, 0.1531, 0.2142, 0.1733, 0.1604, -0.7689, 1.4058, -0.7167, -0.4922, -0.3361, -0.3235, -0.0895, -0.0932, -0.2103, -0.2770, -0.2740, -0.2051, 0.2153, 0.2120, 0.2118, 0.1861, 0.1830, 0.1853, 0.1970]}

***

No. 3
{"formula": "C30H32ClCoN3SSi2", "method": "ωB97M-V with the def2-TZVPD basis set", "e_lumo_ha": [-0.0005, -0.0055], "de_lowest_ev": 1.3769, "multiplicity": 4, "max_force_ev_per_a": 4.0, "orbital_gap_ev": [5.79, 6.64], "homo_energy_ev": [-5.81, -6.79], "elements": ["C", "C", "C", "H", "C", "C", "H", "H", "H", "H", "Co", "Si", "C", "C", "H", "C", "H", "C", "H", "C", "H", "C", "H", "C", "C", "H", "C", "H", "C", "H", "C", "H", "C", "H", "H", "Si", "C", "C", "H", "C", "H", "C", "H", "C", "H", "C", "H", "C", "C", "H", "C", "H", "C", "H", "C", "H", "C", "H", "H", "Cl", "N", "N", "C", "N", "S", "H", "H", "H", "H", "H"], "positions_angstrom": [[-2.439, -0.782, -0.662], [-2.618, 0.138, -1.735], [-2.699, -0.613, -2.948], [-2.759, 1.210, -1.651], [-2.582, -2.011, -2.615], [-2.421, -2.098, -1.196], [-2.339, -3.003, -0.598], [-2.392, -0.532, 0.394], [-2.931, -0.186, -3.920], [-2.640, -2.856, -3.293], [-0.948, -1.022, -2.192], [-0.230, -1.054, -5.136], [-0.136, 0.535, -6.247], [1.003, 0.818, -7.004], [1.910, 0.210, -6.905], [1.000, 1.866, -7.935], [1.897, 2.079, -8.511], [-0.144, 2.643, -8.114], [-0.146, 3.469, -8.826], [-1.276, 2.368, -7.348], [-2.164, 2.987, -7.451], [-1.277, 1.316, -6.426], [-2.182, 1.105, -5.850], [0.141, -2.195, -6.676], [-0.870, -2.235, -7.648], [-1.836, -1.758, -7.453], [-0.642, -2.835, -8.891], [-1.431, -2.828, -9.635], [0.587, -3.437, -9.174], [0.768, -3.891, -10.147], [1.573, -3.437, -8.190], [2.531, -3.913, -8.377], [1.360, -2.825, -6.948], [2.160, -2.840, -6.209], [-1.647, -1.373, -4.976], [2.594, 2.094, -3.869], [2.256, 0.247, -3.893], [0.963, -0.399, -3.726], [0.218, 0.214, -3.176], [0.878, -1.857, -3.717], [0.038, -2.427, -3.242], [2.095, -2.616, -3.818], [2.015, -3.707, -3.771], [3.299, -1.969, -3.947], [4.227, -2.544, -4.002], [3.373, -0.567, -4.012], [4.356, -0.110, -4.145], [1.132, 3.165, -4.345], [-0.150, 3.118, -3.773], [-0.404, 2.347, -3.035], [-1.130, 4.049, -4.140], [-2.130, 3.986, -3.692], [-0.842, 5.047, -5.076], [-1.602, 5.773, -5.365], [0.433, 5.104, -5.655], [0.673, 5.872, -6.395], [1.403, 4.160, -5.299], [2.389, 4.192, -5.767], [3.711, 2.405, -4.611], [2.964, 2.563, -1.856], [0.075, 0.619, -1.101], [1.083, 0.260, -0.152], [1.418, -1.027, -0.038], [2.471, -1.310, 0.746], [0.475, -2.221, -0.778], [0.456, 1.386, -1.661], [-0.666, 1.073, -0.560], [1.777, 0.991, 0.031], [2.748, -2.269, 0.896], [2.945, -0.595, 1.293]], "nbo_charge": [-0.3721, -0.3549, -0.3887, 0.2161, -0.4160, -0.2955, 0.2320, 0.2218, 0.2266, 0.2333, 0.5817, 1.4663, -0.3591, -0.2653, 0.2152, -0.2061, 0.2074, -0.2303, 0.2112, -0.2301, 0.2081, -0.1780, 0.1990, -0.4354, -0.1455, 0.2025, -0.2284, 0.2084, -0.2249, 0.2116, -0.2116, 0.2049, -0.2268, 0.2116, -0.1496, 1.4278, -0.4792, -0.5387, 0.2556, -0.6077, 0.3098, -0.0714, 0.2292, -0.3055, 0.2181, -0.1612, 0.2105, -0.5230, -0.1243, 0.1831, -0.2195, 0.2173, -0.2011, 0.2181, -0.2072, 0.2174, -0.1766, 0.2128, -0.1881, -0.4332, -0.6424, -0.4582, 0.3014, -0.7854, -0.1910, 0.3749, 0.3886, 0.3938, 0.4237, 0.3925]}